Formula: C2H7NS
Source: OMol25
Level of theory: ωB97M-V/def2-TZVPD

Computed properties:
structure (SMILES) = C=NC.S
ΔE to the lowest compared entry with this formula, charge and spin = 181.65 kJ/mol
total charge = 0
E_tot = -533.26127 Eh
largest force on an atom = 4.38 eV/Å
2S+1 = 1

The geometry in XYZ format:
```
11
Properties=species:S:1:pos:R:3:forces:R:3
N -1.1477 0.7582 -0.2136 1.90 0.70 -1.30
H -0.8470 -1.2435 0.1932 -2.35 1.23 1.41
C -1.5152 -0.3193 0.6889 1.78 -2.99 -2.66
C -0.4839 0.4937 -1.3103 -1.72 -0.05 3.62
H 0.0818 1.3182 -1.7289 -0.47 -0.08 -0.75
H 2.2250 0.7496 -0.0506 0.33 -1.19 -0.24
H -0.4105 -0.5613 -1.6273 0.45 0.38 -0.17
H -2.6190 -0.4757 0.6896 0.95 -0.07 0.24
H -1.0520 -0.3027 1.6911 -0.53 0.88 -0.42
S 2.7831 -0.4879 0.2574 -0.79 1.11 -1.13
H 2.9853 0.0706 1.4106 0.45 0.07 1.39
```
Forces are in eV/Å.